(1)
42
Properties=species:S:1:pos:R:3:forces:R:3:lowdin_charge:R:1 method="wB97M-V/def2-TZVPD" spin_multiplicity=5 s_squared=6.052 e_above_lowest_kj_mol=170.4 total_charge=+1 homo_energy_ev="-9.38 / -11.78" total_energy_ev=-62990.21197
C -3.164151 1.032479 -0.039757 0.0 0.3 -0.2 -0.024
O -1.910871 0.575503 -0.621595 0.8 -0.5 1.0 -0.068
C -0.934372 0.024592 0.197036 0.4 -1.3 -0.9 -0.379
C -1.144654 -0.219210 1.617565 -1.6 -0.7 0.1 -0.037
C -1.012604 -1.618885 2.176810 -0.8 -0.6 0.7 -0.131
C -0.538606 -2.833357 1.319659 -1.1 1.9 0.7 -0.045
C 0.191712 -2.223308 0.209963 1.6 -0.4 -1.1 -0.044
C 0.057063 -0.949217 -0.394027 -1.8 1.6 1.1 0.022
Fe 0.420132 1.560381 0.782935 -1.7 -1.7 -0.5 0.219
C 1.595021 1.307274 2.033496 2.3 -1.9 2.9 -0.168
O 2.377259 1.026273 2.839290 -1.0 0.7 -1.1 0.129
C 0.155095 3.209736 1.283961 -1.6 3.9 0.7 -0.161
O 0.071192 4.318798 1.584317 0.4 -1.6 -0.3 0.149
C 1.662124 1.894615 -0.387640 3.2 0.7 -2.4 -0.172
O 2.651112 2.138756 -0.916741 -1.1 -0.2 0.2 0.155
H -3.137992 2.121256 0.121298 0.2 -0.4 -0.1 0.103
H -3.906900 0.810602 -0.807610 0.1 0.0 0.2 0.102
H -3.446105 0.536442 0.900851 0.3 0.0 -0.5 0.089
H -1.737327 0.498699 2.221938 0.7 -0.6 -0.3 0.135
H -0.249933 -1.529490 2.964209 -0.4 0.2 0.1 0.106
H -1.959535 -1.902936 2.660478 0.2 0.2 0.3 0.125
H -1.258295 -3.711095 1.111667 1.3 1.8 0.0 0.149
H 0.884053 -2.865814 -0.314316 0.1 -0.2 -0.3 0.103
H 0.525753 -0.583753 -1.348215 -0.4 -1.2 0.9 0.139
O 1.336447 -2.108645 4.715453 0.8 0.6 0.5 -0.070
C 2.258290 -2.551007 3.724891 -0.1 0.3 -0.3 -0.226
C 1.688356 -3.803646 3.090337 0.2 -0.9 -0.3 -0.116
N 0.215552 -3.752750 2.811267 0.5 -0.2 0.6 -0.035
C -0.451918 -5.083251 2.922887 0.3 -0.4 0.0 -0.146
C -1.903831 -4.911026 3.265053 -0.7 0.4 0.9 -0.210
O -1.975195 -4.288592 4.587372 0.5 -0.5 -1.3 -0.055
H 1.796869 -1.444028 5.283459 -0.7 -0.8 -0.6 0.131
H 2.411854 -1.779458 2.966537 0.0 0.1 0.1 0.107
H 3.232291 -2.816832 4.162842 -0.2 0.1 -0.2 0.138
H 2.171131 -4.036215 2.143672 0.3 0.1 0.0 0.132
H 1.913186 -4.633935 3.788457 -0.5 0.2 -0.4 0.139
H -0.114811 -3.237176 3.631860 -0.5 0.3 -0.2 0.102
H -0.341074 -5.587469 1.969794 0.0 -0.2 -0.2 0.134
H 0.004657 -5.731937 3.692269 0.1 0.6 -0.3 0.145
H -2.369608 -4.240356 2.529556 -0.2 -0.3 0.2 0.099
H -2.429177 -5.884853 3.264359 0.3 0.4 -0.1 0.142
H -2.876591 -4.358065 4.903064 -0.2 0.0 0.1 0.092

---

(2)
48
Properties=species:S:1:pos:R:3:forces:R:3:lowdin_charge:R:1 method="wB97M-V/def2-TZVPD" e_above_lowest_kj_mol=1812.2 homo_energy_ev=-7.79 total_energy_ev=-43177.83416
C 5.309359 -1.465851 4.190101 -1.7 -3.2 -1.9 -0.038
H 5.365968 -2.599382 4.066662 0.5 1.2 1.0 0.098
H 4.567756 -1.310626 5.029605 1.2 0.4 -1.0 0.107
H 6.292416 -1.088173 4.216512 1.0 0.8 0.7 0.052
C 4.720632 -1.205414 2.741522 -0.8 8.2 4.7 -0.400
C 3.416617 -1.804568 2.768005 -1.8 3.7 -5.8 -0.566
O 3.292611 -2.767967 3.343736 -1.4 -8.9 5.9 0.142
N 2.357915 -1.441402 1.957184 1.5 3.2 -2.0 -0.030
C 2.378659 -0.142338 1.326693 -0.5 3.1 2.2 -0.146
H 3.310897 0.499900 1.380930 -0.8 -1.2 0.7 0.103
C 1.118322 0.791389 2.046712 4.4 3.2 -2.9 -0.119
N -0.071418 0.025517 1.876304 -0.6 9.6 -5.3 -0.193
C -0.790413 0.308965 0.493926 -5.6 -6.5 17.3 -0.212
C -0.488148 0.906872 -0.489018 10.1 5.3 -13.6 -0.095
C -1.234411 1.008139 -1.666814 3.4 3.0 0.4 0.025
C -2.522794 0.984581 -1.468907 -2.6 0.1 -8.8 -0.294
C -3.023779 0.498714 -0.439693 -5.4 -3.8 14.2 -0.070
C -2.207947 0.266850 0.767133 -2.3 -1.2 -3.1 -0.360
Cl -3.182759 -0.316411 2.244300 1.7 1.0 -1.9 0.596
H -4.176223 0.343479 -0.113909 2.7 0.5 -1.6 0.161
N -3.470290 0.988190 -2.578564 0.3 -0.4 4.3 0.183
C -3.207924 1.632367 -3.654064 -6.6 -1.1 -3.4 -0.558
O -2.214117 1.857518 -4.176833 6.9 2.3 -2.2 0.155
C -4.430011 1.766759 -4.540690 -3.9 -2.6 -2.2 0.007
C -4.728848 1.771488 -5.921375 9.3 5.3 0.0 -0.046
C -6.044036 1.941065 -6.313562 4.4 1.8 -7.0 -0.059
C -6.448968 1.508538 -5.275693 -12.5 -5.2 13.8 -0.274
O -5.810662 1.243630 -4.080540 3.7 2.4 -2.3 -0.002
H -7.501190 1.349388 -4.849795 0.7 0.2 -1.7 0.161
H -6.434845 2.249243 -7.231243 -0.6 0.1 -0.9 0.127
H -3.888113 2.287805 -6.558051 -1.3 -1.6 1.0 0.161
H -4.437415 0.754659 -2.402416 0.1 0.1 0.3 0.146
H -0.882287 1.529738 -2.531559 0.7 -0.4 -0.4 0.117
H 0.739341 1.069990 -0.750599 -3.4 -0.3 1.1 0.195
C 0.035167 -1.136399 2.375270 -4.1 -8.6 5.8 -0.294
H -1.147159 -1.643740 2.385784 3.4 0.8 -0.2 0.121
C 1.057108 -2.153897 1.749615 0.8 11.9 -0.6 -0.001
H 1.173565 -2.701057 2.430061 0.7 -10.6 8.5 0.002
H 0.893651 -2.169611 0.794601 -1.0 -1.6 -5.4 0.085
H 0.139535 -0.964228 3.665769 0.3 -1.0 -3.5 0.208
H 1.176827 1.972799 1.300749 -0.6 -3.7 2.4 0.188
H 1.476188 1.174913 3.139246 -1.3 -1.5 -2.4 0.145
H 2.320783 -0.194752 0.270469 -1.1 -0.3 -1.3 0.076
C 5.630174 -1.345041 1.637273 -7.5 -3.1 -4.6 -0.048
H 6.471625 -0.959625 1.865475 6.0 2.8 0.7 0.014
H 5.627663 -2.406883 1.482967 1.0 -0.9 -0.4 0.097
H 5.019977 -0.989067 0.662488 2.0 -0.2 1.9 0.146
H 4.451002 0.073937 2.834235 0.8 -3.2 -0.3 0.188

---

(3)
51
Properties=species:S:1:pos:R:3:forces:R:3:lowdin_charge:R:1 method="wB97M-V/def2-TZVPD" spin_multiplicity=2 s_squared=0.753 e_above_lowest_kj_mol=206.1 total_charge=-1 homo_energy_ev="-2.04 / -5.34" total_energy_ev=-40516.23679
Hg 0.104153 -0.358732 -0.065046 -0.4 -0.2 0.4 1.303
O 2.623543 -0.045872 3.231050 0.0 0.0 0.0 0.029
C 1.737336 -0.553723 2.557403 0.0 0.1 0.0 -0.630
O 1.813588 -0.736820 1.279773 -0.2 0.1 -0.3 -0.159
C 0.504044 -1.105189 3.296458 0.0 0.0 0.0 -0.115
C -0.032750 -2.411971 2.694289 0.0 0.0 0.0 -0.268
C -0.913560 -3.145635 3.715529 0.0 0.0 0.0 -0.105
C -2.197628 -2.275256 3.692026 0.0 0.0 0.0 -0.106
C -1.804503 -1.201610 2.668505 0.0 0.0 0.0 -0.259
O -1.010276 -1.962922 1.741319 0.0 0.0 0.0 -0.123
C -0.796476 -0.233659 3.316754 -0.1 0.0 0.1 -0.114
C -0.774115 1.155929 2.654108 0.1 0.0 -0.1 -0.639
O -0.904121 2.130625 3.390688 0.0 0.0 0.0 0.009
O -0.686107 1.210977 1.376541 0.1 -0.1 -0.2 -0.134
H 0.844551 -1.259255 4.319800 0.0 0.0 0.0 0.142
H 0.715821 -3.019438 2.192497 0.0 0.0 0.0 0.155
H -0.445291 -3.201897 4.698357 0.0 0.0 0.0 0.109
H -1.120345 -4.160109 3.373929 0.0 0.0 0.0 0.105
H -2.438231 -1.838661 4.661096 0.0 0.0 0.0 0.108
H -3.059713 -2.846061 3.346514 0.0 0.0 0.0 0.105
H -2.624115 -0.724689 2.136814 0.0 0.0 0.0 0.159
H -1.080498 -0.041261 4.350221 0.0 0.0 0.0 0.138
C 3.948120 1.709692 -2.341467 0.0 0.0 -0.1 -0.035
N 2.647997 2.297530 -2.615802 0.0 0.0 0.2 -0.149
C 2.655433 3.729261 -2.831300 0.0 0.0 -0.1 -0.058
C 1.530736 1.607231 -2.262120 -0.1 -0.1 0.0 -0.405
O 1.574628 0.431934 -1.930813 0.3 0.1 -0.1 0.009
C 0.190089 2.344662 -2.312351 0.0 0.1 -0.1 -0.158
O -0.854062 1.573818 -1.817726 0.0 -0.2 0.1 -0.161
C -1.608725 0.817021 -2.787867 0.2 0.2 -0.2 -0.164
C -1.963186 -0.509815 -2.233673 -0.4 0.1 0.6 -0.441
O -1.069720 -1.256638 -1.620985 0.4 0.0 -0.1 -0.228
N -3.010500 -1.226285 -2.859817 0.2 -0.1 -0.4 -0.207
C -4.060595 -0.484386 -3.508021 -0.1 0.0 0.0 -0.124
C -3.505061 -2.369445 -2.121820 -0.1 0.0 0.1 -0.094
H 4.442481 2.257384 -1.534395 0.0 0.0 0.0 0.095
H 4.576683 1.752373 -3.233755 0.0 0.0 0.0 0.086
H 3.814368 0.677397 -2.036880 0.0 0.0 0.0 0.088
H 2.946194 4.264949 -1.921691 0.0 0.0 0.0 0.099
H 1.683598 4.088196 -3.154953 0.0 0.0 0.0 0.075
H 3.376218 3.969419 -3.615262 0.0 0.0 0.0 0.088
H 0.018270 2.651487 -3.352889 -0.1 0.1 0.0 0.127
H 0.251410 3.248440 -1.700793 0.0 0.0 0.0 0.138
H -0.995820 0.783135 -3.721466 0.0 -0.2 0.1 0.130
H -2.513028 1.383481 -3.017635 0.0 0.0 -0.1 0.106
H -3.670476 0.161232 -4.294824 0.0 0.0 0.0 0.074
H -4.640946 0.139813 -2.804183 0.0 0.0 0.0 0.088
H -4.751609 -1.187956 -3.975022 0.0 0.0 0.0 0.077
H -2.693725 -2.799201 -1.543448 0.0 0.0 0.0 0.075
H -3.897634 -3.118325 -2.813780 0.0 0.0 0.0 0.076
H -4.312144 -2.086176 -1.423387 0.0 0.0 0.0 0.082